Record 1
{"formula": "C3H5HgNaO", "method": "ωB97M-V/def2-TZVPD", "symbols": ["C", "O", "Na", "H", "Hg", "C", "C", "H", "H", "H", "H"], "xyz": [[-1.761052, 0.714619, 0.339277], [-2.465527, 1.675478, 0.739691], [-4.397810, 0.957734, 1.565031], [-2.389821, -0.242618, 0.236958], [0.141100, 1.395085, -1.357934], [1.643678, -1.095582, -0.811556], [1.931308, -0.354978, 0.274042], [2.259585, -1.032385, -1.712185], [0.874416, -1.871140, -0.812510], [2.730902, 0.389368, 0.310171], [1.433222, -0.535581, 1.229015]], "forces_ev_per_a": [[-2.60, 2.44, 0.26], [1.93, -2.35, -0.66], [-0.04, 0.20, 0.04], [1.03, 0.04, -0.10], [-0.61, -0.08, 0.37], [0.68, 0.15, 0.53], [0.01, -0.71, -0.16], [-0.31, 0.16, 0.17], [0.19, 0.28, 0.12], [-0.18, -0.30, -0.24], [-0.10, 0.17, -0.34]], "lowdin_charge": [-0.245, -0.244, 0.828, 0.044, 0.712, -0.162, -0.155, 0.056, 0.056, 0.057, 0.054], "total_charge": 1, "multiplicity": 2, "e_above_lowest_kj_mol": 0.0, "homo_lumo_gap_ev": [6.84, 6.65], "e_homo_ev": [-11.37, -11.81], "fmax_ha_per_bohr": 0.0695}


Record 2
{"formula": "C35H47CeClNP2", "method": "ωB97M-V/def2-TZVPD", "symbols": ["C", "C", "C", "H", "C", "C", "H", "H", "H", "H", "Ce", "Cl", "P", "C", "C", "H", "C", "H", "C", "H", "C", "H", "C", "H", "C", "C", "H", "C", "H", "C", "H", "C", "H", "C", "H", "C", "C", "H", "C", "H", "C", "H", "C", "H", "C", "H", "C", "C", "C", "C", "P", "N", "C", "C", "C", "C", "C", "C", "C", "C", "H", "H", "H", "H", "H", "H", "H", "H", "H", "H", "H", "H", "H", "H", "H", "H", "H", "H", "H", "H", "H", "H", "H", "H", "H", "H", "H"], "xyz": [[-0.954935, -2.169437, 1.427267], [-0.974790, -2.203987, -0.003234], [0.382740, -2.152999, -0.457927], [-1.853425, -2.273812, -0.645185], [1.244325, -2.023506, 0.677777], [0.417642, -2.025695, 1.849295], [0.749086, -1.881841, 2.877517], [-1.815590, -2.197656, 2.096836], [0.729299, -2.312061, -1.478318], [2.335179, -2.001534, 0.658897], [-0.143287, 0.178644, 0.812647], [2.112863, 1.389303, 0.661923], [-0.030313, 0.407910, -2.517614], [1.199056, -0.658357, -3.337195], [0.937107, -1.438769, -4.474922], [-0.048557, -1.429051, -4.940539], [1.948196, -2.241468, -5.017567], [1.733253, -2.848372, -5.899543], [3.221782, -2.261209, -4.442999], [4.018083, -2.864328, -4.887868], [3.477810, -1.499495, -3.293718], [4.461188, -1.525635, -2.825169], [2.476786, -0.706509, -2.741065], [2.665559, -0.132759, -1.828977], [-1.618575, -0.092176, -3.260964], [-2.005458, -1.444494, -3.218686], [-1.294374, -2.208132, -2.900024], [-3.306747, -1.820655, -3.552159], [-3.601348, -2.866772, -3.463643], [-4.230202, -0.864580, -3.991649], [-5.244419, -1.164599, -4.271075], [-3.835678, 0.475094, -4.085511], [-4.542118, 1.224168, -4.447619], [-2.548083, 0.865396, -3.707503], [-2.263408, 1.918368, -3.747332], [0.334960, 2.048767, -3.221915], [0.901397, 2.226930, -4.493325], [1.172095, 1.360637, -5.101517], [1.126349, 3.520066, -4.984803], [1.547877, 3.651894, -5.985688], [0.811688, 4.635697, -4.201822], [0.974544, 5.644032, -4.594490], [0.284996, 4.452384, -2.915409], [0.050679, 5.315662, -2.297351], [0.057848, 3.173778, -2.419276], [-0.321279, 3.028783, -1.404943], [0.768190, 3.364994, 3.668808], [-0.571149, 3.013128, 4.344598], [-0.513299, 3.534912, 5.799345], [-1.669877, 3.794869, 3.602080], [-0.935123, 1.156191, 4.247270], [-0.612886, 0.645147, 2.740306], [0.123113, 0.190175, 5.446024], [-0.295473, 0.498362, 6.899453], [0.062092, -1.359440, 5.302817], [1.587355, 0.613699, 5.212144], [-2.773219, 0.837283, 4.461690], [-3.024103, -0.658632, 4.697637], [-3.323485, 1.598970, 5.679551], [-3.523557, 1.234984, 3.170642], [0.863003, 4.462793, 3.697386], [0.806734, 3.037704, 2.621589], [1.638320, 2.962012, 4.197428], [-0.420453, 4.632690, 5.778091], [-1.427995, 3.320454, 6.365567], [0.365356, 3.164719, 6.343242], [-1.811021, 3.419181, 2.581233], [-2.623167, 3.803587, 4.144001], [-1.348650, 4.845155, 3.526518], [-1.267022, 0.050375, 7.144055], [0.453345, 0.055192, 7.574314], [-0.333526, 1.564373, 7.132003], [0.870070, -1.740395, 4.667967], [0.190830, -1.806091, 6.304740], [-0.881281, -1.730152, 4.898196], [1.840315, 0.626743, 4.142828], [1.811418, 1.595410, 5.643935], [2.248334, -0.118259, 5.701887], [-2.679599, -0.981614, 5.689727], [-4.111500, -0.826151, 4.664149], [-2.570713, -1.275629, 3.910912], [-3.339309, 2.684042, 5.540679], [-4.364115, 1.281193, 5.843648], [-2.770528, 1.355639, 6.595709], [-3.546797, 2.314275, 2.996492], [-3.075940, 0.740400, 2.297079], [-4.566289, 0.896488, 3.260846]], "forces_ev_per_a": [[0.87, -0.57, -0.18], [0.72, -0.69, 0.55], [0.03, -0.69, 0.68], [0.25, -0.04, 0.30], [-0.88, -1.05, 0.02], [-0.25, -1.19, -0.57], [-0.13, -0.18, -0.67], [0.29, 0.09, -0.32], [-0.19, 0.28, 0.35], [-0.45, 0.17, -0.01], [-0.64, 2.00, -2.22], [1.24, 0.59, -0.23], [0.11, 0.06, 0.10], [0.40, -0.36, -0.22], [0.40, 0.07, 0.20], [0.27, 0.03, 0.13], [0.07, 0.12, 0.09], [0.10, 0.19, 0.25], [-0.16, 0.14, 0.13], [-0.32, 0.16, 0.19], [-0.11, -0.02, -0.24], [-0.22, 0.00, -0.13], [-0.28, -0.09, -0.21], [-0.03, -0.12, -0.24], [-0.53, 0.07, -0.32], [-0.25, 0.22, 0.09], [-0.18, 0.21, -0.03], [-0.01, 0.19, -0.11], [0.08, 0.25, -0.09], [0.28, 0.12, 0.01], [0.38, 0.13, 0.12], [-0.03, -0.20, 0.06], [0.20, -0.20, 0.12], [0.03, -0.37, 0.09], [-0.08, -0.29, -0.04], [0.09, 0.43, -0.11], [-0.15, 0.41, 0.09], [-0.14, 0.25, 0.19], [-0.04, -0.11, 0.16], [-0.13, -0.04, 0.38], [-0.12, -0.30, 0.11], [-0.04, -0.38, 0.19], [0.07, 0.15, -0.25], [0.08, -0.12, -0.10], [0.14, -0.37, -0.50], [0.09, 0.10, -0.28], [0.03, 0.01, -0.11], [0.01, 0.11, 0.86], [-0.02, 0.48, -0.05], [0.08, 0.20, -0.03], [0.54, -1.18, -3.51], [-0.86, 1.49, 3.78], [-0.11, 0.15, 0.86], [0.29, -0.05, 0.35], [-0.14, 0.02, -0.23], [0.15, -0.06, 0.11], [0.06, 0.44, 0.63], [-0.19, -0.08, 0.00], [-0.55, -0.15, 0.07], [-0.11, -0.07, 0.08], [-0.05, -0.26, -0.06], [0.02, 0.00, 0.32], [-0.27, 0.05, -0.24], [0.01, -0.22, -0.09], [0.31, -0.05, -0.06], [-0.29, 0.09, -0.18], [0.00, 0.07, 0.24], [0.24, -0.06, -0.27], [0.00, -0.26, 0.02], [0.25, 0.05, -0.05], [-0.20, 0.04, -0.11], [-0.08, -0.32, -0.04], [-0.22, 0.20, 0.25], [0.01, 0.19, -0.37], [0.34, 0.04, 0.07], [-0.11, -0.01, 0.22], [-0.06, -0.21, -0.07], [-0.20, 0.18, -0.05], [-0.03, 0.02, -0.34], [0.22, 0.04, 0.02], [-0.09, 0.18, 0.25], [0.04, -0.26, 0.08], [0.14, 0.11, 0.00], [-0.16, 0.16, -0.25], [0.02, -0.34, 0.03], [-0.11, 0.15, 0.31], [0.19, 0.04, 0.04]], "lowdin_charge": [-0.208, -0.202, -0.220, 0.094, -0.197, -0.226, 0.074, 0.095, 0.090, 0.115, 0.473, 0.011, 1.069, -0.388, -0.092, 0.103, -0.080, 0.104, -0.082, 0.104, -0.072, 0.107, -0.095, 0.082, -0.354, -0.125, 0.101, -0.079, 0.107, -0.087, 0.104, -0.085, 0.103, -0.079, 0.101, -0.365, -0.068, 0.106, -0.078, 0.105, -0.082, 0.105, -0.081, 0.103, -0.101, 0.091, -0.088, -0.587, -0.095, -0.096, 0.950, -0.444, -0.583, -0.098, -0.068, -0.084, -0.600, -0.090, -0.087, -0.083, 0.090, 0.037, 0.064, 0.090, 0.065, 0.068, 0.078, 0.063, 0.091, 0.069, 0.092, 0.047, 0.063, 0.092, 0.051, 0.081, 0.066, 0.094, 0.078, 0.091, 0.061, 0.060, 0.090, 0.064, 0.057, 0.063, 0.089], "total_charge": 0, "multiplicity": 2, "homo_lumo_gap_ev": [7.05, 7.61], "e_homo_ev": [-6.83, -7.40], "fmax_ha_per_bohr": 0.0807}